{
  "formula": "C3H5IO",
  "method": "ωB97M-V/def2-TZVPD",
  "species": ["C", "C", "C", "O", "I", "H", "H", "H", "H", "H"],
  "coordinates": [[-0.47866, -0.56020, -3.70192], [0.41824, 0.39838, 1.72117], [0.17726, -0.30226, 0.40491], [-1.57485, -0.49746, -4.06132], [-0.20213, 1.09895, -1.17363], [-0.73482, -0.95390, 0.54012], [1.40452, 0.72467, 1.71634], [-0.32154, 1.24466, 2.11324], [0.36159, -0.30467, 2.53285], [0.95039, -0.84817, -0.09174]],
  "forces_ev_per_a": [[-2.969, -0.256, -1.546], [-1.816, 0.799, 0.964], [-2.774, -0.060, 0.268], [2.931, -0.125, 0.996], [-0.249, 0.583, 0.455], [0.948, 0.666, -0.700], [1.709, 1.241, 0.234], [1.481, -1.646, -1.632], [-0.003, -0.729, 0.310], [0.742, -0.473, 0.650]],
  "total_charge": 0,
  "orbital_gap_ev": 9.66,
  "homo_energy_ev": -9.224,
  "lumo_ev": 0.43,
  "e_tot_ha": -490.2031
}